Entry 1:
Molecular formula: C16H24HfN2O
Method: DFT, ωB97M-V/def2-TZVPD

## Properties
- LUMO level (eV) = -8.60
- gap between HOMO and LUMO (eV) = 7.07
- charge = +2

Last column: Mulliken charge in e.
Positions of all 44 atoms, in Å:
C -1.86075 0.43794 4.67092  -0.519
C -1.49469 -0.99475 4.69442  -0.678
H -1.01942 1.14159 4.78673  0.228
H -2.70638 0.77140 5.31370  0.345
H -2.26628 0.69454 3.64226  -0.043
H -1.22836 -1.42479 3.70164  0.068
H -0.65700 -1.30482 5.32223  0.290
H -2.40677 -1.52847 4.98405  0.321
C -0.33198 2.57003 -1.44644  -0.043
C 0.08084 3.38701 -2.49351  -0.761
C 0.32533 2.75205 -3.73081  -0.288
C 0.20032 1.36033 -3.92269  -0.662
H -0.47924 2.93876 -0.41688  0.485
H 0.24031 4.47050 -2.32790  0.428
H 0.63225 3.36880 -4.58477  0.437
H 0.45750 0.90389 -4.89598  0.384
N -0.57262 1.21925 -1.65722  0.322
C -0.18415 0.55205 -2.84671  0.573
C -0.23111 -0.95244 -2.81759  1.035
N -0.21283 -1.57603 -1.56325  -0.307
C -0.54451 -2.91143 -1.37166  0.069
C -0.37887 -3.21551 -3.74354  -0.357
C -0.60532 -3.76311 -2.47849  -0.688
H -0.75874 -3.23409 -0.33406  0.476
H -0.81335 -4.82850 -2.33389  0.425
C -0.21551 -1.83155 -3.91920  -0.640
H -0.08227 -1.41373 -4.90556  0.421
H -0.37271 -3.86322 -4.62061  0.439
Hf -0.44170 -0.04346 -0.10027  1.092
C -2.50538 -0.08213 0.21420  -1.259
H -2.88161 -1.10123 0.03791  0.420
H -2.99217 0.55164 -0.54421  0.371
H -2.87677 0.24332 1.18785  0.346
C 2.57548 0.52274 2.95788  -1.396
C 2.17224 0.93990 1.56916  0.744
C 3.17863 0.53748 0.51105  -1.315
O 0.92877 0.32443 1.19899  -1.062
H 2.68411 -0.56387 2.99557  0.353
H 1.83973 0.83950 3.69446  0.293
H 3.53561 0.96446 3.23973  0.427
H 1.99017 2.02174 1.59252  0.192
H 3.21702 -0.55286 0.59230  0.334
H 2.86048 0.77963 -0.50643  0.266
H 4.20170 0.89300 0.65410  0.432

Force components x, y, z for each atom (eV/Å):
C -0.671 2.549 -1.656
C -0.248 -1.922 -0.353
H -0.268 -0.306 0.242
H 0.880 -0.546 0.030
H 0.350 -0.230 0.862
H -0.146 0.528 0.304
H -0.296 0.316 0.350
H 0.426 -0.381 0.142
C -0.313 -0.972 -0.892
C 0.151 -0.467 -0.050
C -0.243 0.325 -0.004
C 0.124 -0.519 0.261
H -0.154 -0.151 -0.624
H -0.112 -0.887 -0.252
H -0.079 -0.307 0.373
H -0.147 0.411 0.694
N 2.025 1.833 -2.769
C -0.414 1.764 0.601
C 0.547 -2.456 0.432
N -1.545 -0.590 -0.817
C 0.675 1.194 -1.088
C 0.015 0.264 0.167
C -0.026 0.268 0.500
H 0.463 0.160 -0.743
H 0.050 0.484 -0.130
C -0.117 0.914 0.591
H -0.176 -0.121 -0.168
H 0.018 0.187 0.220
Hf 1.817 -1.300 3.171
C -1.530 0.091 0.878
H -0.039 0.016 0.105
H 0.074 -0.100 0.110
H -0.204 -0.099 0.034
C 0.129 -0.335 0.202
C 0.340 0.784 0.107
C 0.147 -0.709 0.091
O -1.221 0.049 -0.572
H -0.015 0.029 0.107
H -0.068 -0.059 -0.008
H -0.118 0.004 -0.154
H 0.034 -0.076 -0.216
H 0.216 -0.065 -0.239
H -0.055 0.211 0.013
H -0.273 0.216 0.146

Entry 2:
Molecular formula: C16H24I2N3O2S3
Method: DFT, ωB97M-V/def2-TZVPD

## Properties
- LUMO level (eV) = -4.97
- gap between HOMO and LUMO (eV) = 5.76
- charge = +1

Last column: Mulliken charge in e.
Positions of all 50 atoms, in Å:
C -2.17247 -1.97609 -4.60082  -0.992
C -1.68530 -2.81979 -3.29361  -0.508
N -0.51804 -2.19371 -2.59899  0.134
C -1.05126 -0.95165 -1.94646  0.574
C -0.48346 0.34131 -2.77447  -1.121
C 0.12669 -3.10662 -1.63428  -0.103
S -0.86891 -4.16160 -0.75305  -0.099
S 1.94385 -3.24486 -1.32095  -0.114
C 2.48957 -1.95138 -0.07005  -0.268
C 2.86748 -2.62852 1.33495  -0.440
C 2.76482 -1.65988 2.61689  -0.775
N 1.92147 -0.44180 2.42515  0.387
C 2.62835 0.83899 2.37264  -0.154
C 1.91069 2.20353 2.14294  0.000
S 2.98165 3.71135 2.10420  -0.188
C 0.33934 2.23741 1.94920  0.627
C -0.44931 3.60097 1.66336  -0.899
I 0.27337 4.61887 -0.16679  0.292
C -2.04232 3.38878 1.44264  -0.592
C -2.69346 4.86936 1.20474  -1.105
I -2.50289 2.27170 -0.40870  0.241
C -0.36755 0.83259 2.06137  -0.441
C 0.46958 -0.47212 2.30004  0.074
O -0.11293 -1.77468 2.38735  -0.235
N -1.24475 -1.86467 1.61588  0.262
O -1.92595 -2.75733 1.98495  -0.363
H -2.74656 -1.02018 -4.31120  0.194
H -1.26665 -1.67227 -5.23007  0.257
H -2.89412 -2.59623 -5.25137  0.371
H -1.46224 -3.88524 -3.67280  0.433
H -2.62753 -2.90582 -2.62382  0.333
H -2.19763 -0.86612 -2.00441  0.429
H -0.75069 -0.87681 -0.84748  -0.565
H 0.22678 0.94700 -2.10615  0.158
H 0.03556 -0.06935 -3.71026  0.416
H -1.36715 0.98790 -3.15298  0.188
H 1.65023 -1.18016 -0.03169  -0.132
H 3.44234 -1.48497 -0.51867  0.383
H 2.30310 -3.60779 1.55685  0.331
H 3.98012 -2.94129 1.25431  0.365
H 3.82508 -1.34556 2.92519  0.384
H 2.31002 -2.23934 3.51037  0.316
H 3.76059 0.82604 2.49791  0.267
H 4.17540 3.33205 1.47010  0.202
H -0.32151 4.28277 2.58694  0.534
H -2.57185 2.95504 2.35801  0.537
H -3.79266 4.91137 1.55579  0.318
H -2.07113 5.70766 1.67380  0.321
H -2.73773 5.10379 0.07321  0.353
H -1.50004 0.72734 1.96029  0.412

Force components x, y, z for each atom (eV/Å):
C 0.266 0.206 0.284
C -1.779 -0.826 -1.655
N -0.404 -1.071 1.116
C 0.605 2.213 -0.391
C -0.504 -0.459 0.048
C -2.647 -0.524 1.360
S 1.858 1.209 -1.331
S -0.327 0.699 -0.292
C -0.015 0.157 0.018
C 0.501 -0.430 -0.047
C 0.331 -1.510 0.747
N -1.499 3.433 -0.462
C -3.450 1.483 -0.516
C -0.583 -3.674 -0.206
S -0.453 -1.062 -0.098
C 1.905 -3.096 0.392
C -0.846 -1.546 0.723
I 0.177 -0.443 0.980
C -0.005 2.173 0.294
C -0.501 -0.022 -0.827
I 0.046 0.029 1.186
C 3.475 0.121 0.385
C 0.545 2.518 -0.628
O 3.303 2.738 1.468
N -3.469 -1.524 -0.604
O 1.545 1.609 -0.675
H 0.955 -1.410 -0.341
H -1.299 -0.470 0.809
H 1.237 0.797 1.167
H 0.043 1.719 0.793
H 1.684 0.057 -0.755
H 1.694 -0.713 0.244
H -0.380 -0.203 -1.480
H -1.016 -0.723 -1.252
H -0.545 0.751 1.525
H 1.553 -0.850 0.791
H 1.250 -0.910 0.111
H -1.667 -0.525 0.663
H 0.551 1.733 -0.611
H -1.846 0.491 0.206
H -1.840 -0.085 -0.437
H 0.781 0.951 -1.526
H -1.887 -0.217 -0.143
H -1.421 -0.323 0.537
H -0.016 -0.911 -1.620
H 1.001 0.159 -1.374
H 1.894 -0.174 -0.304
H -0.940 -1.298 -0.343
H 0.194 -0.397 1.919
H 1.945 0.148 0.153

Entry 3:
Molecular formula: C16H24LiNO15
Method: DFT, ωB97M-V/def2-TZVPD

## Properties
- LUMO level (eV) = 0.25
- gap between HOMO and LUMO (eV) = 6.87

Last column: Mulliken charge in e.
Positions of all 57 atoms, in Å:
Li 0.56081 -0.88062 0.81836  1.107
N 1.99543 -2.43858 2.12672  0.981
O 2.85227 -3.26373 2.80897  -0.725
O 0.82424 -2.56913 2.09135  -0.545
O 2.41782 -1.32168 1.85032  -0.498
C 5.15272 -0.84260 -2.65401  -1.432
C 3.67209 -0.96733 -3.15200  0.501
C 3.18196 -2.29839 -3.77083  -0.404
O 2.15104 -2.75963 -2.77012  -0.355
C 2.00412 -1.79904 -1.89567  0.364
O 1.32320 -1.93424 -0.88601  -0.450
O 2.79361 -0.77976 -2.03541  -0.100
H 5.29096 0.03558 -2.30630  0.401
H 6.00781 -0.89891 -3.43694  0.341
H 5.46336 -1.51263 -1.85314  0.391
H 3.57722 -0.12423 -3.82176  0.192
H 3.98510 -3.12943 -3.80171  0.231
H 2.77101 -2.35021 -4.77370  0.291
C -4.92880 -3.95097 1.51174  -1.689
C -4.52469 -3.09667 0.43658  0.745
C -4.93943 -1.64380 0.36605  -0.774
O -3.84873 -0.99758 0.13265  -0.292
C -2.74518 -1.74940 0.18494  0.440
O -1.51540 -1.42678 0.13833  -0.573
O -3.11764 -3.02523 0.43004  -0.275
H -4.95931 -3.32777 2.32708  0.392
H -4.46166 -4.77542 1.53633  0.506
H -6.05677 -4.38789 1.25723  0.295
H -4.96005 -3.85728 -0.28856  0.158
H -5.18382 -1.38564 1.25884  0.383
H -5.63746 -1.50182 -0.30197  0.512
C -4.27008 1.43158 2.57829  -1.743
C -2.96702 2.28278 2.87433  0.152
C -2.55036 2.03895 4.32181  -0.425
O -1.38171 1.23756 4.14591  -0.348
C -1.01879 1.10920 2.86324  0.590
O 0.02708 0.49194 2.40882  -0.578
O -1.92290 1.59496 2.13242  -0.349
H -5.21586 1.88991 3.01631  0.347
H -4.17248 0.35571 2.84316  0.357
H -4.16947 1.19843 1.68226  0.746
H -3.00404 3.18826 2.49037  0.544
H -3.07533 1.39913 4.98980  0.317
H -1.89811 2.85891 4.68633  0.273
C 2.63522 5.05410 -1.98087  -1.619
C 2.53474 3.52035 -2.25064  0.263
C 3.78897 2.63826 -1.96683  -0.335
O 3.25927 1.60301 -1.11456  -0.279
C 2.05934 1.88720 -0.85624  0.563
O 1.41935 1.19435 -0.03884  -0.438
O 1.63254 2.95269 -1.34893  -0.286
H 1.58180 5.37157 -1.87387  0.333
H 3.37395 5.52392 -2.58298  0.425
H 3.00003 5.15057 -1.06534  0.511
H 2.26840 3.43038 -3.28902  0.307
H 4.50281 3.31853 -1.37129  0.267
H 4.41687 2.23855 -2.82101  0.288

Force components x, y, z for each atom (eV/Å):
Li 0.462 0.054 0.273
N 5.900 -0.331 5.070
O -2.921 1.465 -2.761
O -4.627 -2.467 -0.821
O 1.491 1.366 -1.752
C 0.299 -6.015 -3.242
C 1.525 -0.136 -0.081
C 0.939 -2.437 1.359
O 1.354 0.186 -2.753
C -1.817 -1.452 4.623
O 0.158 0.375 -1.916
O 1.174 1.279 -1.335
H 0.488 6.309 2.617
H -1.862 -0.347 0.631
H -0.484 -0.388 -0.071
H -0.583 0.143 -0.364
H -1.069 1.446 0.441
H -0.440 0.749 0.084
C -7.667 3.436 0.150
C -0.618 -2.665 -3.057
C 0.335 -5.602 -0.121
O 6.387 4.329 -2.377
C 5.506 -0.432 0.688
O -5.893 -0.539 -0.114
O 0.798 0.748 -0.677
H -0.087 0.390 3.067
H 4.174 -5.768 0.680
H 2.423 1.534 0.926
H 1.310 2.023 -1.493
H -2.766 1.642 5.914
H -3.758 1.036 -3.522
C -0.039 1.862 7.855
C -1.775 -7.077 1.782
C 3.864 1.567 -0.746
O 2.337 -2.244 -0.356
C 5.825 -4.438 -0.031
O -4.862 2.903 2.560
O -2.320 2.059 -2.822
H 1.201 -0.676 -1.104
H 0.231 0.674 1.546
H -0.516 -0.584 -9.000
H -0.346 4.476 -1.247
H -1.468 0.582 0.518
H -2.220 0.712 0.936
C -2.103 -2.713 -1.792
C 1.969 1.084 -0.841
C 1.879 1.762 0.641
O 4.653 0.191 -2.154
C -3.693 -5.564 6.505
O 0.814 1.617 -2.333
O -2.815 3.850 -2.131
H 0.681 0.589 -0.942
H -0.191 0.703 -1.237
H 1.649 0.381 4.396
H -0.849 -0.553 -0.377
H -0.772 -1.330 -0.524
H -1.265 0.236 0.833

We obtain DFT total energy values of -23300.4941, -74236.3784, -49379.3656 eV for the records listed above, in that order.
We obtain HOMO energy values of -15.66, -10.73, -6.62 eV for the records listed above, in that order.
We obtain energy relative to the best compared isomer or geometry (same formula, charge and spin) values of 0.00, 153.04, 86.26 kcal/mol for the records listed above, in that order.